2 unconnected molecules or ions with the total composition C7H15N2OS in a non-equilibrium geometry. Source: OMol25; level of theory: the ωB97M-V functional and the def2-TZVPD basis.

XYZ file:
```
26
Properties=species:S:1:pos:R:3:forces:R:3
C 1.973 0.210 -0.171 1.33 1.73 0.77
C 1.773 -1.142 0.400 0.33 -1.43 -2.12
C -0.407 0.037 0.008 2.40 1.18 -1.00
C -2.413 0.686 1.380 -1.10 0.03 0.11
C -1.977 1.851 -0.801 -1.67 -1.60 -1.29
C 3.455 2.005 -0.869 0.58 0.15 2.65
C -1.807 0.513 -0.038 1.10 2.66 0.69
N 3.071 0.807 -0.210 -2.85 -2.19 0.31
N -0.475 -3.955 0.317 -0.45 0.96 0.11
O 0.564 0.733 -0.593 -0.05 -0.65 1.14
S 0.038 -1.418 0.677 -0.45 0.52 1.25
H 2.027 -1.804 -0.461 -0.13 0.06 0.49
H 2.467 -1.464 1.164 -0.23 0.40 0.55
H -1.971 1.428 2.091 0.40 -0.73 -0.95
H -2.495 -0.300 1.863 -0.17 0.49 0.10
H -3.426 1.128 1.200 0.60 -0.77 0.24
H -1.602 1.808 -1.823 0.53 0.06 0.16
H -1.669 2.739 -0.300 0.33 0.47 0.50
H -3.076 1.862 -0.993 0.63 0.52 0.42
H 4.068 2.602 -0.191 1.08 -0.69 -0.27
H 3.899 1.663 -1.742 1.01 0.30 -1.79
H 2.686 2.677 -0.903 -2.59 1.46 -1.38
H -2.300 -0.222 -0.613 -1.04 -1.06 -0.36
H -1.191 -4.146 0.998 -0.51 0.60 0.58
H -0.297 -4.883 0.052 0.71 -1.43 -1.27
H -0.915 -3.413 -0.443 0.20 -1.06 0.33
```
Positions in Å, forces in eV/Å.

Computed properties:
Highest occupied orbital energy (eV): -13.800
Total energy (eV): -23356.607
Charge: +1
LUMO (eV): -4.27
Energy above the lowest of the compared OMol25 structures with the same formula, charge and spin (eV): 1.4413

Taken from the Löwdin analysis, the atomic charges in e are: atom 1 (C): -0.25, atom 2 (C): -0.30, atom 3 (C): -0.49, atom 4 (C): -0.04, atom 5 (C): -0.04, atom 6 (C): -0.05, atom 7 (C): -0.38, atom 8 (N): 0.10, atom 9 (N): -0.05, atom 10 (O): 0.06, atom 11 (S): 1.19, atom 12 (H): 0.13, atom 13 (H): 0.12, atom 14 (H): 0.11, atom 15 (H): 0.08, atom 16 (H): 0.10, atom 17 (H): 0.09, atom 18 (H): 0.08, atom 19 (H): 0.10, atom 20 (H): 0.11, atom 21 (H): 0.09, atom 22 (H): 0.06, atom 23 (H): 0.14, atom 24 (H): 0.03, atom 25 (H): 0.01, atom 26 (H): 0.02


A molecular structure, C58H51N4O4Ru in a non-equilibrium geometry. Source: OMol25; level of theory: the ωB97M-V functional and the def2-TZVPD basis.

XYZ file:
```
118
Properties=species:S:1:pos:R:3:forces:R:3
Ru 0.285 0.409 -0.421 0.09 -0.15 -0.35
C 0.913 4.363 8.532 -0.05 0.02 0.04
O 1.933 4.404 7.554 0.07 -0.01 0.01
C 1.659 3.856 6.341 -0.06 -0.06 -0.11
C 2.740 3.680 5.481 0.08 0.03 0.07
C 2.557 3.108 4.237 0.02 0.06 -0.05
C 1.293 2.706 3.806 -0.06 0.07 0.06
C 0.217 2.906 4.671 0.21 -0.06 -0.05
C 0.390 3.468 5.927 -0.09 0.03 0.11
C 1.053 2.023 2.508 -0.09 -0.04 -0.23
C 0.058 2.575 1.682 0.07 -0.35 0.10
C -0.544 3.853 1.855 -0.27 0.15 -0.13
C -1.638 3.894 1.032 0.19 0.13 0.47
C -1.694 2.646 0.355 -0.67 -0.51 -0.22
N -0.611 1.893 0.696 0.35 0.25 -0.14
C -2.751 2.141 -0.477 1.29 -0.06 -0.27
C -2.430 1.309 -1.577 -0.22 0.29 0.56
C -3.227 1.191 -2.767 -0.03 -0.23 -0.31
C -2.637 0.251 -3.549 -0.24 0.18 0.02
C -1.498 -0.235 -2.824 -0.01 -0.04 0.38
C -0.756 -1.363 -3.170 0.15 -0.11 0.15
C -1.215 -2.163 -4.342 0.01 0.03 0.01
C -0.474 -2.241 -5.520 -0.09 0.01 0.04
C -0.874 -3.068 -6.551 0.08 -0.02 -0.10
C -2.022 -3.846 -6.424 0.03 0.11 0.10
O -2.309 -4.663 -7.471 0.03 0.01 -0.05
C -3.399 -5.549 -7.330 -0.08 -0.07 -0.04
C -2.790 -3.749 -5.270 -0.10 -0.10 -0.07
C -2.382 -2.910 -4.242 0.11 0.03 -0.08
C 0.272 -1.919 -2.398 -0.36 0.22 0.03
N 0.720 -1.431 -1.197 -0.17 0.10 -0.01
C 1.565 -2.361 -0.673 0.26 0.17 0.33
C 2.204 -2.294 0.579 -0.17 0.29 -0.18
C 2.871 -3.528 1.068 -0.05 -0.17 0.08
C 4.204 -3.560 1.487 -0.04 -0.01 -0.12
C 4.745 -4.696 2.055 0.08 -0.03 0.06
C 3.971 -5.844 2.210 -0.05 0.11 -0.08
O 4.576 -6.895 2.822 0.09 -0.02 -0.02
C 3.837 -8.091 2.950 -0.04 -0.09 0.03
C 2.663 -5.852 1.743 -0.05 -0.14 0.00
C 2.127 -4.699 1.187 0.11 0.18 0.09
C 2.153 -1.185 1.440 0.02 -0.21 -0.20
C 2.766 -1.119 2.745 0.01 0.13 0.16
C 2.481 0.098 3.260 0.10 -0.19 0.03
C 1.665 0.786 2.295 -0.21 0.05 0.01
N 1.490 -0.017 1.199 0.01 0.25 -0.16
C 1.711 -3.445 -1.603 -0.16 -0.06 -0.31
C 0.913 -3.172 -2.667 0.24 -0.23 0.14
N -1.350 0.490 -1.668 0.40 -0.02 -0.46
C -4.152 2.296 -0.088 -0.78 0.29 -0.05
C -4.610 3.241 0.854 0.08 -0.06 -0.17
C -5.906 3.252 1.312 -0.10 0.05 0.02
C -6.831 2.312 0.859 0.23 0.01 -0.08
O -8.075 2.390 1.387 -0.05 0.04 0.04
C -9.033 1.449 0.947 -0.11 -0.05 -0.02
C -6.417 1.362 -0.065 -0.30 0.00 0.02
C -5.109 1.359 -0.518 0.37 0.11 0.12
H 1.365 4.715 9.455 -0.01 0.00 0.00
H 0.545 3.343 8.672 0.01 0.01 0.01
H 0.074 5.014 8.274 0.02 0.00 -0.03
H 3.722 3.987 5.817 0.00 0.01 -0.02
H 3.415 2.972 3.590 -0.02 -0.03 -0.02
H -0.770 2.585 4.367 -0.02 0.01 -0.02
H -0.472 3.586 6.568 0.04 0.01 0.01
H -0.180 4.627 2.511 -0.01 0.02 -0.02
H -2.280 4.742 0.858 0.05 -0.03 0.04
H -4.088 1.799 -2.991 -0.01 -0.06 0.01
H -2.940 -0.088 -4.527 -0.01 0.01 0.00
H 0.424 -1.643 -5.619 0.04 -0.04 -0.02
H -0.301 -3.141 -7.467 0.00 0.01 0.01
H -3.402 -6.163 -8.226 -0.02 0.00 0.01
H -4.350 -5.014 -7.260 0.02 0.02 0.00
H -3.284 -6.192 -6.452 0.03 0.02 -0.01
H -3.699 -4.326 -5.160 0.03 0.02 0.03
H -2.975 -2.846 -3.338 0.01 -0.01 0.01
H 4.828 -2.686 1.349 -0.03 0.06 0.07
H 5.771 -4.717 2.398 0.00 0.01 -0.03
H 4.490 -8.796 3.456 0.00 0.00 -0.02
H 3.557 -8.494 1.972 0.01 0.01 0.01
H 2.934 -7.947 3.550 0.02 0.03 -0.01
H 2.046 -6.736 1.817 0.02 0.03 0.04
H 1.094 -4.699 0.863 -0.02 -0.01 0.00
H 3.320 -1.908 3.221 0.02 -0.04 0.00
H 2.771 0.486 4.222 -0.04 -0.03 0.03
H 2.350 -4.301 -1.469 -0.01 0.00 0.02
H 0.770 -3.775 -3.549 -0.03 0.01 0.00
H -3.934 3.979 1.251 -0.11 -0.07 0.06
H -6.227 3.980 2.045 0.01 0.01 -0.02
H -9.947 1.677 1.488 0.00 -0.01 -0.01
H -8.726 0.425 1.175 0.02 0.02 0.01
H -9.219 1.540 -0.127 0.03 0.01 0.01
H -7.099 0.601 -0.418 0.06 0.01 -0.01
H -4.810 0.568 -1.189 -0.03 -0.05 0.08
C 1.496 1.653 -2.176 -1.09 -0.48 0.55
C 2.617 0.902 -1.639 0.94 0.21 0.56
C 3.179 1.663 -0.622 0.16 -0.39 -0.76
C 2.457 2.890 -0.519 -0.46 0.28 -0.37
C 1.417 2.883 -1.448 0.45 0.23 0.43
C 0.533 4.047 -1.776 0.05 -0.13 0.05
C 2.833 4.041 0.357 -0.05 -0.10 -0.04
C 4.405 1.313 0.154 -0.14 0.07 0.03
C 3.298 -0.262 -2.288 -0.17 0.00 0.04
C 0.929 1.474 -3.547 0.17 0.05 0.02
H 1.106 4.825 -2.292 -0.07 0.01 -0.05
H 0.114 4.494 -0.875 -0.03 0.03 -0.01
H -0.294 3.753 -2.423 -0.04 0.02 0.03
H 3.579 4.669 -0.140 0.02 0.01 0.05
H 3.260 3.700 1.301 0.01 0.05 0.02
H 1.968 4.665 0.576 -0.01 0.04 0.04
H 5.281 1.826 -0.255 0.04 -0.03 0.05
H 4.600 0.241 0.124 0.01 0.00 0.03
H 4.308 1.614 1.200 0.03 -0.06 0.03
H 4.165 0.087 -2.858 -0.02 -0.04 -0.04
H 2.635 -0.796 -2.968 0.05 -0.04 0.01
H 3.663 -0.974 -1.544 0.00 -0.02 -0.05
H -0.088 1.858 -3.616 0.02 0.01 -0.04
H 0.926 0.429 -3.852 0.01 0.05 -0.02
H 1.545 2.031 -4.262 0.02 -0.01 -0.02
```
Positions in Å, forces in eV/Å.

Computed properties:
Highest occupied orbital energy (alpha / beta) (eV): -6.283 / -6.351
2S+1: 2
Total energy (eV): -77704.801
Charge: 0
LUMO (alpha / beta) (eV): -1.18 / -1.21

Löwdin atomic charge list, values in e, 99 entries: atom 1 (Ru): 1.32, atom 2 (C): -0.09, atom 3 (O): -0.08, atom 4 (C): -0.28, atom 5 (C): 0.01, atom 6 (C): -0.03, atom 7 (C): -0.20, atom 8 (C): -0.02, atom 9 (C): -0.01, atom 10 (C): -0.06, atom 11 (C): -0.25, atom 12 (C): -0.01, atom 13 (C): -0.04, atom 14 (C): -0.23, atom 15 (N): 0.00, atom 16 (C): -0.02, atom 17 (C): -0.24, atom 18 (C): -0.03, atom 19 (C): 0.00, atom 20 (C): -0.25, atom 21 (C): -0.09, atom 22 (C): -0.22, atom 23 (C): -0.02, atom 24 (C): 0.01, atom 25 (C): -0.29, atom 26 (O): -0.08, atom 27 (C): -0.09, atom 28 (C): -0.01, atom 29 (C): -0.02, atom 30 (C): -0.23, atom 31 (N): -0.01, atom 32 (C): -0.25, atom 33 (C): -0.06, atom 34 (C): -0.20, atom 35 (C): -0.03, atom 36 (C): 0.01, atom 37 (C): -0.28, atom 38 (O): -0.08, atom 39 (C): -0.09, atom 40 (C): -0.01, atom 41 (C): -0.02, atom 42 (C): -0.22, atom 43 (C): 0.00, atom 44 (C): 0.00, atom 45 (C): -0.23, atom 46 (N): 0.00, atom 47 (C): 0.00, atom 48 (C): 0.01, atom 49 (N): 0.00, atom 50 (C): -0.14, atom 51 (C): -0.01, atom 52 (C): 0.01, atom 53 (C): -0.29, atom 54 (O): -0.07, atom 55 (C): -0.08, atom 56 (C): -0.01, atom 57 (C): -0.02, atom 58 (H): 0.09, atom 59 (H): 0.10, atom 60 (H): 0.09, atom 61 (H): 0.12, atom 62 (H): 0.11, atom 63 (H): 0.13, atom 64 (H): 0.10, atom 65 (H): 0.12, atom 66 (H): 0.11, atom 67 (H): 0.12, atom 68 (H): 0.12, atom 69 (H): 0.12, atom 70 (H): 0.12, atom 71 (H): 0.09, atom 72 (H): 0.09, atom 73 (H): 0.10, atom 74 (H): 0.10, atom 75 (H): 0.13, atom 76 (H): 0.12, atom 77 (H): 0.12, atom 78 (H): 0.09, atom 79 (H): 0.10, atom 80 (H): 0.09, atom 81 (H): 0.10, atom 82 (H): 0.12, atom 83 (H): 0.11, atom 84 (H): 0.11, atom 85 (H): 0.11, atom 86 (H): 0.11, atom 87 (H): 0.08, atom 88 (H): 0.12, atom 89 (H): 0.09, atom 90 (H): 0.09, atom 91 (H): 0.10, atom 92 (H): 0.10, atom 93 (H): 0.11, atom 94 (C): -0.26, atom 95 (C): -0.26, atom 96 (C): -0.23, atom 97 (C): -0.21, atom 98 (C): -0.24, atom 99 (C): -0.03


- Number 2 is which compound?
  C58H51N4O4Ru


- The highest charge belongs to which entry?
  C7H15N2OS